No. 1
The following is a DFT calculation (ωB97M-V with the def2-TZVPD basis set) of one molecule with the formula C18H26Cl2 at a distorted geometry.

Values from the calculation:
DFT total energy = -1621.788239 a.u.
SMILES = Cc1ccc(C[C@@H]2C(Cl)(Cl)[C@@]2(C)CCCC(C)C)cc1
Total charge = 0
HOMO = -8.84 eV
Frontier orbital gap = 9.5 eV

```
46
C18H26Cl2 | the OMol25 dataset | ωB97M-V with the def2-TZVPD basis set
Cl -0.039 3.495 -3.484
Cl -2.904 2.598 -3.504
C 0.775 0.736 -2.742
C -0.526 1.503 3.022
C 2.231 -1.723 -0.031
C -1.857 -0.010 0.980
C 2.491 -1.552 1.516
C 1.428 -0.519 -2.205
C -0.766 0.095 3.179
C -0.303 -0.704 4.387
C -1.630 1.312 0.865
C -0.920 2.078 -1.385
C -0.771 0.951 -2.462
C 1.521 -3.060 -0.174
C -2.020 2.073 -0.399
C -1.692 -0.210 -2.657
C -0.949 2.144 1.836
C 1.581 -0.535 -0.653
C -1.189 2.419 -2.864
C -1.422 -0.633 2.202
H -2.398 3.108 -0.160
H 0.783 -0.390 4.523
H 2.462 -0.591 -2.685
H 1.788 -3.673 -1.051
H 0.413 -2.979 -0.269
H -2.363 -0.629 0.230
H -0.090 2.079 3.847
H -0.318 -1.789 4.310
H 1.711 -3.761 0.652
H -1.727 -0.403 -3.768
H -2.664 0.069 -2.214
H -0.005 2.541 -0.922
H -0.861 3.197 1.546
H 2.113 0.368 -0.332
H 0.987 0.782 -3.838
H -2.955 1.711 -0.867
H 0.872 -1.506 -2.508
H 3.219 -1.796 -0.469
H -0.722 -0.376 5.378
H 1.242 1.675 -2.356
H 3.251 -2.335 1.753
H -1.183 -1.098 -2.247
H 2.850 -0.592 1.772
H 1.651 -1.783 2.190
H 0.511 -0.603 -0.239
H -1.603 -1.686 2.295
```


No. 2
The following is a DFT calculation (ωB97M-V with the def2-TZVPD basis set) of an isolated ion of composition C9H11O2S and charge -1 at a distorted geometry.

Values from the calculation:
DFT total energy = -898.178398 a.u.
SMILES = CC(C)=[S@](=O)([O-])c1ccccc1
Total charge = -1
HOMO = -2.88 eV
Frontier orbital gap = 6.4 eV

```
23
C9H11O2S | the OMol25 dataset | ωB97M-V with the def2-TZVPD basis set
S -0.678 0.767 -0.691
O -1.441 0.098 -1.754
O -0.019 2.011 -1.121
C 1.603 -2.518 0.202
C 2.689 -1.299 -1.565
C 2.624 -2.403 -0.729
C 1.725 -0.311 -1.469
C -3.029 1.360 0.548
C 0.706 -0.431 -0.543
C 0.635 -1.528 0.292
C -0.892 1.773 1.800
C -1.687 0.785 0.960
H -3.738 1.223 1.370
H -3.017 2.432 0.294
H -1.322 1.813 2.803
H -3.392 0.810 -0.314
H 1.558 -3.385 0.848
H -0.184 -1.587 0.994
H 0.142 1.433 1.885
H 3.487 -1.225 -2.295
H 1.729 0.563 -2.102
H -0.874 2.798 1.399
H 3.374 -3.181 -0.811
```


No. 3
The following is a DFT calculation (ωB97M-V with the def2-TZVPD basis set) of C21H25N3O3 as an isolated structure at a distorted geometry.

Values from the calculation:
DFT total energy = -1204.543021 a.u.
Total charge = 0
HOMO = -8.52 eV
Frontier orbital gap = 8.6 eV

```
52
C21H25N3O3 | the OMol25 dataset | ωB97M-V with the def2-TZVPD basis set
O 4.736 1.401 -1.735
O -0.894 -0.014 4.097
O -2.876 2.354 -2.864
N 2.864 -0.399 -0.649
N -0.595 -1.059 2.162
N -3.622 1.816 -0.825
C -4.679 0.904 2.506
C 0.734 -1.706 2.203
C -1.864 -1.828 -1.420
C 4.398 -0.429 -0.302
C 3.547 1.484 -1.778
C -2.299 0.986 0.991
C -4.682 1.448 1.373
C -3.569 1.526 0.476
C -2.828 1.888 -1.848
C 5.144 0.118 -1.299
C -2.804 -0.646 -1.458
C -1.319 -0.246 2.931
C -0.168 -0.864 -2.687
C -0.686 -2.044 -2.110
C 2.681 0.967 -0.538
C -3.564 0.447 3.132
C 2.025 -0.825 1.621
C -1.987 0.388 -1.800
C 2.049 -1.292 0.188
C -0.770 0.187 -2.470
C -2.402 0.284 2.461
H 4.597 -1.526 -0.262
H 2.367 -2.092 0.118
H 0.859 -1.454 3.309
H -0.396 -2.926 -2.200
H 1.010 -1.306 -0.111
H -3.585 -0.779 -0.986
H 4.940 -0.552 -2.384
H -1.496 0.826 0.477
H -4.214 2.716 -0.894
H 1.561 1.128 -0.856
H -0.844 -1.148 1.073
H 3.293 2.599 -1.940
H -5.560 1.111 3.097
H 2.930 1.666 0.317
H -5.569 1.972 1.080
H -2.536 -3.050 -1.068
H 6.118 -0.010 -1.050
H 1.882 0.058 1.860
H -0.605 1.207 -2.908
H 0.703 -0.881 -3.052
H 4.511 0.026 0.543
H 3.254 1.228 -2.716
H 3.002 -1.033 2.056
H -3.534 0.051 3.957
H 0.744 -2.675 2.178
```


Repeat the third record exactly.
The following is a DFT calculation (ωB97M-V with the def2-TZVPD basis set) of C21H25N3O3 as an isolated structure at a distorted geometry.

Values from the calculation:
DFT total energy = -1204.543021 a.u.
Total charge = 0
HOMO = -8.52 eV
Frontier orbital gap = 8.6 eV

```
52
C21H25N3O3 | the OMol25 dataset | ωB97M-V with the def2-TZVPD basis set
O 4.736 1.401 -1.735
O -0.894 -0.014 4.097
O -2.876 2.354 -2.864
N 2.864 -0.399 -0.649
N -0.595 -1.059 2.162
N -3.622 1.816 -0.825
C -4.679 0.904 2.506
C 0.734 -1.706 2.203
C -1.864 -1.828 -1.420
C 4.398 -0.429 -0.302
C 3.547 1.484 -1.778
C -2.299 0.986 0.991
C -4.682 1.448 1.373
C -3.569 1.526 0.476
C -2.828 1.888 -1.848
C 5.144 0.118 -1.299
C -2.804 -0.646 -1.458
C -1.319 -0.246 2.931
C -0.168 -0.864 -2.687
C -0.686 -2.044 -2.110
C 2.681 0.967 -0.538
C -3.564 0.447 3.132
C 2.025 -0.825 1.621
C -1.987 0.388 -1.800
C 2.049 -1.292 0.188
C -0.770 0.187 -2.470
C -2.402 0.284 2.461
H 4.597 -1.526 -0.262
H 2.367 -2.092 0.118
H 0.859 -1.454 3.309
H -0.396 -2.926 -2.200
H 1.010 -1.306 -0.111
H -3.585 -0.779 -0.986
H 4.940 -0.552 -2.384
H -1.496 0.826 0.477
H -4.214 2.716 -0.894
H 1.561 1.128 -0.856
H -0.844 -1.148 1.073
H 3.293 2.599 -1.940
H -5.560 1.111 3.097
H 2.930 1.666 0.317
H -5.569 1.972 1.080
H -2.536 -3.050 -1.068
H 6.118 -0.010 -1.050
H 1.882 0.058 1.860
H -0.605 1.207 -2.908
H 0.703 -0.881 -3.052
H 4.511 0.026 0.543
H 3.254 1.228 -2.716
H 3.002 -1.033 2.056
H -3.534 0.051 3.957
H 0.744 -2.675 2.178
```